Record 1
Density functional theory data (the ωB97M-V functional and the def2-TZVPD basis) for C14H30F6NiO10 as an isolated structure.

As for the frontier orbital gap (spin up / spin down): 8.9 / 4.4 eV. Its spin multiplicity is 4. Its highest occupied orbital energy (spin up / spin down) is -11.59 / -11.53 eV. As for the total charge: +1. The value obtained for the max |F| is 4.33 eV Å⁻¹. Its energy is -92815.2713 eV.

XYZ file:
```
61
Properties=species:S:1:pos:R:3:forces:R:3:nbo_charge:R:1
Ni 26.89650 3.42504 -12.35038 -0.569 -2.025 -0.731 1.65
C 25.07275 0.54056 -11.21306 2.150 2.745 -0.582 0.35
O 25.10815 0.00681 -12.60094 -1.095 1.857 2.910 -0.57
O 25.71008 1.85292 -11.38385 -1.368 -1.584 1.276 -1.05
C 23.63720 0.58314 -10.44566 -0.286 2.123 -2.910 0.93
F 23.03935 -0.58634 -10.24374 1.069 -0.417 1.022 -0.31
F 23.65384 1.37341 -9.33782 0.339 -1.479 -0.789 -0.31
F 22.78637 1.17622 -11.32135 -0.155 0.720 -0.028 -0.35
C 25.48136 -1.29596 -12.76725 0.029 -3.298 -0.462 -0.09
C 24.99363 -1.61526 -14.11244 -1.337 -0.106 -3.039 -0.63
H 23.92572 -1.41200 -14.19218 -0.095 0.626 0.164 0.22
H 25.51605 -0.99870 -14.84389 -0.086 0.317 -0.184 0.18
H 24.97302 -2.58893 -14.60198 0.916 -0.602 0.926 0.24
H 24.99593 -2.05210 -12.15025 -0.132 0.506 0.939 0.19
H 26.53884 -1.56002 -12.77824 0.515 0.789 0.648 0.17
H 25.62128 -0.10849 -10.53046 0.716 -0.232 -0.322 0.15
C 27.45966 6.42048 -10.70384 -3.873 -0.061 0.440 0.22
O 26.28680 7.25397 -10.58792 1.608 -0.913 -1.233 -0.51
O 27.04307 5.21817 -11.32109 1.352 1.930 1.038 -0.32
C 28.67178 7.15812 -11.20634 2.269 1.388 -1.110 0.94
F 28.65033 7.54013 -12.49707 -0.922 -0.082 0.230 -0.31
F 28.94127 8.25226 -10.46111 -0.915 -0.477 -0.301 -0.30
F 29.76776 6.42674 -11.09220 0.353 -1.339 0.182 -0.31
C 26.26133 8.32329 -9.65079 -0.943 2.188 0.024 -0.09
C 24.91497 9.09241 -9.84421 0.989 -1.215 0.809 -0.62
H 24.84632 9.62091 -10.79504 -0.057 -0.682 -0.254 0.22
H 24.17867 8.31525 -9.63935 -0.740 0.714 -0.316 0.22
H 24.90464 9.90745 -9.12053 -0.235 -0.310 0.381 0.23
H 26.94838 9.15517 -9.80581 0.885 -0.760 -0.282 0.19
H 26.38088 7.94862 -8.63421 -0.126 -0.098 0.045 0.18
H 27.73942 6.14740 -9.68636 0.242 -0.714 0.515 0.26
C 24.65645 3.51613 -14.41680 -0.308 -1.241 0.655 -0.10
C 25.68758 2.47477 -14.92689 1.010 2.985 -2.975 -0.11
O 26.56761 1.91725 -14.03726 -0.091 0.102 2.301 -0.74
O 25.21783 4.25619 -13.30039 0.387 -0.525 -0.335 -0.79
H 23.79525 2.91809 -14.11883 -0.279 0.453 0.565 0.20
H 24.32961 4.28469 -15.11723 0.265 -0.542 -0.575 0.20
H 26.41557 3.05100 -15.49792 -0.556 0.079 -1.234 0.17
H 25.26800 1.63782 -15.48506 -0.578 0.578 -0.408 0.21
H 25.91078 1.31565 -13.67910 0.599 -1.635 2.238 0.53
H 24.70060 5.05889 -13.20163 0.088 0.100 0.472 0.52
C 29.55771 4.57204 -14.24139 1.747 -0.726 0.447 -0.11
C 30.13787 3.37297 -15.09143 0.857 2.060 0.887 -0.09
O 30.35203 2.25038 -14.29064 -1.197 -1.143 1.571 -0.76
O 28.18789 4.48793 -13.94011 -1.699 0.093 -0.308 -0.77
H 29.82510 5.53935 -14.66674 -0.353 -0.154 -0.763 0.21
H 30.00162 4.70548 -13.25487 0.795 -0.841 -0.004 0.20
H 31.17332 3.64944 -15.29018 -0.179 0.810 -0.949 0.19
H 29.55159 3.23507 -15.99991 -0.043 -0.256 0.083 0.19
H 30.54423 1.43590 -14.76105 -0.041 0.155 -0.391 0.50
H 27.77745 5.25620 -14.34371 -0.467 -0.063 -0.018 0.50
C 28.89392 1.25569 -9.94070 -0.345 1.197 0.381 -0.09
C 29.53991 2.21099 -10.95445 0.370 -0.296 2.404 -0.11
O 28.65806 2.44682 -12.01545 0.074 0.015 -0.822 -0.81
O 27.89528 1.90189 -9.16285 0.618 0.442 0.473 -0.73
H 29.67589 0.94451 -9.24802 -0.151 -0.263 0.024 0.19
H 28.38229 0.41461 -10.40860 0.651 -0.253 -0.471 0.19
H 30.51394 1.81868 -11.24684 -0.229 -0.476 -0.801 0.20
H 29.84379 3.17969 -10.55773 -0.404 0.042 0.777 0.18
H 29.25030 2.20142 -12.73003 -0.478 0.132 -1.755 0.54
H 27.13987 2.12373 -9.71217 -0.561 -0.339 -0.475 0.49
```
Positions in Å, forces in eV/Å.



Record 2
Density functional theory data (the ωB97M-V functional and the def2-TZVPD basis) for C2H3ORh as an isolated structure.

As for the frontier orbital gap (spin up / spin down): 8.1 / 8.1 eV. Its spin multiplicity is 6. Its highest occupied orbital energy (spin up / spin down) is -28.02 / -30.34 eV. As for the total charge: +3. The value obtained for the max |F| is 3.36 eV Å⁻¹. As for the energy above the lowest of the compared OMol25 structures with the same formula, charge and spin: 0.0 kcal/mol. Its energy is -7125.5020 eV.

XYZ file:
```
7
Properties=species:S:1:pos:R:3:forces:R:3:nbo_charge:R:1
O -0.84705 0.26075 -0.04783 -0.166 -1.933 1.701 -0.66
Rh -0.83782 1.11934 -1.79073 -1.085 1.446 -2.317 1.83
H -1.51207 0.12687 0.64234 -1.467 -0.171 1.036 0.62
C 0.52970 -0.37218 0.26969 -0.473 1.153 -0.909 -0.44
C 1.10184 0.69416 -0.43350 3.304 -0.568 -0.155 0.72
H 0.58377 -1.45964 0.07704 0.126 -0.484 -0.600 0.46
H 0.98162 -0.36930 1.28300 -0.239 0.556 1.245 0.47
```
Positions in Å, forces in eV/Å.